Entry 1:
C12H38F3NO10 | ωB97M-V/def2-TZVPD

The net charge is -2. Its LUMO energy is 4.3 eV. Its HOMO-LUMO gap is 2.98 eV. Its HOMO energy is 1.34 eV.

Element x y z (Å)
N  -0.14340  0.00355  0.23496
H  -0.26413  0.55488  -0.60272
H  -0.56981  -0.89216  0.04492
H  -0.63556  0.44167  1.00118
H  0.81888  -0.09497  0.52755
C  3.33550  -0.87220  0.73993
O  2.88350  -1.00550  -0.59986
O  2.29255  -0.28740  1.44658
C  3.70940  -2.27339  1.30057
F  2.82905  -3.21540  1.02831
F  4.84687  -2.68731  0.67457
F  3.99422  -2.35663  2.59891
C  3.78548  -0.95105  -1.67550
C  3.11227  -1.29050  -2.95517
H  2.28736  -0.58737  -3.07054
H  3.79004  -1.14393  -3.79616
H  2.80901  -2.33440  -2.87489
H  4.65868  -1.60160  -1.62417
H  4.17021  0.06545  -1.75992
H  4.23290  -0.26207  0.63466
O  -0.65930  2.03067  2.08383
C  -1.74312  1.94048  2.92380
C  -2.00602  0.71462  3.91975
O  -0.96172  0.32589  4.82049
H  -2.69087  2.15672  2.42966
H  -1.70518  2.78726  3.60973
H  -2.17418  -0.15826  3.28841
H  -2.92787  0.99068  4.43236
C  0.09936  -4.10802  -0.54533
O  0.30803  -2.72154  -0.23806
H  0.90112  -4.78206  -0.24353
H  -0.63351  -4.47689  0.17238
H  -0.25084  -4.23361  -1.56986
H  1.18714  -2.42140  -0.48102
C  -2.36433  -3.20788  2.14943
O  -1.89781  -2.23694  1.16558
H  -2.49997  -4.22044  1.76900
H  -1.73255  -3.40197  3.01633
H  -3.29931  -3.00630  2.67222
H  -1.16171  -2.65230  0.70996
C  1.94331  2.55516  -1.35557
O  0.57237  2.37236  -1.71976
H  2.62860  1.78220  -1.70331
H  2.21944  3.56502  -1.65941
H  2.17124  2.63277  -0.29240
H  0.06908  2.96510  -1.15643
C  -4.14877  1.60809  -0.67493
O  -2.97622  0.96731  -0.24834
H  -3.88034  2.15311  -1.58016
H  -5.03383  1.01747  -0.91141
H  -4.40737  2.48412  -0.07997
H  -2.50979  1.40217  0.46957
C  -1.16263  5.29660  0.76071
O  -0.60052  4.06707  0.17601
H  -1.34722  5.20175  1.83079
H  -0.43612  6.10782  0.81011
H  -2.00196  5.61506  0.14248
H  -0.75840  3.41250  0.86109
C  -0.95619  -0.88004  -3.78664
O  -0.98869  -0.29578  -2.49227
H  0.01239  -1.38000  -3.79669
H  -1.81112  -1.51483  -4.01943
H  -0.70274  -0.08501  -4.48808
H  -1.62492  0.42159  -2.44430

***

Entry 2:
C12H38Mn2O12 | ωB97M-V/def2-TZVPD

The net charge is +2. The spin multiplicity is 11. Its LUMO energy (alpha / beta) is -8.3 / -8.5 eV. The expectation value of S² is 30.01. Its HOMO-LUMO gap (alpha / beta) is 4.68 / 4.48 eV. Its HOMO energy (alpha / beta) is -12.97 / -12.97 eV.

Element x y z (Å)
Mn  20.22519  18.57138  -10.63718
Mn  16.81265  20.08987  -8.67060
C  16.54980  16.66908  -10.39469
C  17.73489  17.57045  -10.47839
O  18.65800  17.34575  -11.29382
O  17.85671  18.58805  -9.69001
H  16.13652  16.56744  -11.40285
H  15.78720  17.13421  -9.77464
H  16.80971  15.66849  -10.04955
C  16.85741  18.71750  -4.94107
C  16.94218  19.07599  -6.37989
O  17.74088  20.00813  -6.77051
O  16.19122  18.57354  -7.27174
H  17.61848  19.22271  -4.35466
H  17.00199  17.64519  -4.81331
H  15.87200  19.02867  -4.59556
C  19.39614  13.59910  -11.19655
O  19.07035  14.57368  -12.17563
H  18.45011  13.33175  -10.69713
H  19.72142  12.63385  -11.57513
H  20.06750  13.95331  -10.40940
H  19.10862  15.43160  -11.75187
C  20.25504  17.63962  -7.56032
O  20.66545  17.39693  -8.95220
H  19.66215  18.54934  -7.56443
H  19.67848  16.81027  -7.15579
H  21.13830  17.77819  -6.94015
H  21.17747  16.57739  -8.94534
C  13.12886  16.78864  -11.97957
O  13.82885  16.18183  -13.06476
H  13.11978  17.88389  -11.98648
H  12.10649  16.41980  -11.91424
H  13.70377  16.48657  -11.10352
H  13.38648  16.32861  -13.90632
C  20.14902  19.06513  -13.81549
O  20.29090  19.72727  -12.50174
H  21.02761  19.18692  -14.43649
H  19.95224  18.01682  -13.59835
H  19.22295  19.44577  -14.23790
H  20.32358  20.67985  -12.64735
C  15.75353  13.24026  -12.52993
O  14.56569  13.68140  -11.88490
H  16.56174  13.98546  -12.51118
H  16.14897  12.34039  -12.06669
H  15.55187  13.09156  -13.59484
H  14.32360  14.54620  -12.24362
C  16.27865  19.28106  -13.15906
O  15.16665  20.12952  -13.02357
H  16.10793  18.24248  -12.85345
H  16.65573  19.30829  -14.17658
H  17.12089  19.60140  -12.51093
H  14.94764  20.19879  -12.09220
C  16.83297  14.92424  -6.45555
O  15.73486  15.65111  -6.95859
H  16.52178  13.93675  -6.13841
H  17.67781  14.82536  -7.15475
H  17.25273  15.48604  -5.60838
H  15.94007  16.55904  -7.19807
C  15.13367  12.39230  -8.93872
O  14.32338  11.69768  -9.87187
H  14.74322  12.25243  -7.92644
H  16.13880  11.95606  -8.95953
H  15.11487  13.47512  -9.09408
H  14.23993  12.28784  -10.63196

***

Entry 3:
C12H38N10O6 | ωB97M-V/def2-TZVPD

The net charge is 0. The calculation puts the energy relative to the best compared isomer or geometry (same formula, charge and spin) at 1.2611 eV. Its LUMO energy is 0.2 eV. Its HOMO-LUMO gap is 8.55 eV. Its HOMO energy is -8.38 eV. Its SMILES is COC[C@H](C)N.COC[C@H](C)N.NC(N)=O.NC(N)=O.NC(N)=O.NC(N)=O.

Element x y z (Å)
C  -2.10059  -2.46687  -3.29257
O  -1.99814  -1.24384  -3.35953
N  -1.38518  -3.26579  -2.45680
N  -2.98646  -3.13505  -4.04943
H  -1.63589  -4.23328  -2.39192
H  -0.71658  -2.84858  -1.83464
H  -3.61612  -2.54614  -4.56186
H  -2.96190  -4.13262  -4.12671
C  -0.12402  0.52513  -0.97688
O  0.40478  1.12586  -0.05584
N  0.58433  -0.33687  -1.78237
N  -1.44092  0.64616  -1.29734
H  0.09520  -0.88101  -2.46953
H  1.43697  -0.66055  -1.35888
H  -1.85961  0.06621  -2.02102
H  -1.93040  1.45406  -0.94810
C  1.76682  -0.14722  -6.27536
O  2.52807  0.24692  -5.41342
N  0.44026  -0.33581  -6.10940
N  2.23684  -0.51391  -7.51635
H  -0.16633  -0.67869  -6.82791
H  0.04317  -0.14574  -5.20574
H  1.58396  -0.78914  -8.22415
H  3.21874  -0.42762  -7.68701
C  -4.56565  1.91320  1.00003
O  -4.34931  2.29117  -0.13326
N  -3.97716  0.79643  1.52920
N  -5.49009  2.50828  1.81189
H  -4.19720  0.36781  2.40553
H  -3.37222  0.32157  0.87978
H  -6.00194  3.25459  1.37736
H  -5.75166  2.17650  2.71842
C  0.53782  -5.29185  2.75723
C  2.04089  -5.25762  2.93397
C  2.56993  -3.87249  3.16237
O  2.24548  -3.06265  2.01507
C  2.94040  -1.84666  2.09377
N  2.40678  -6.12019  4.07656
H  0.17222  -6.28005  2.45333
H  0.25310  -4.76113  1.84025
H  -0.01653  -4.92489  3.61633
H  2.50437  -5.68658  2.03761
H  3.65549  -3.90138  3.30862
H  2.05700  -3.31831  3.95621
H  4.01373  -2.03326  1.99654
H  2.83017  -1.39979  3.09217
H  2.56169  -1.10019  1.40254
H  2.48390  -7.07687  3.75278
H  3.32521  -5.89935  4.44751
C  0.35645  4.59616  -0.17745
C  1.34561  4.69498  0.97369
C  0.65339  4.76028  2.32615
O  0.16343  6.08103  2.52565
C  -0.55708  6.22915  3.71207
N  2.28582  3.56483  0.85948
H  0.87869  4.48613  -1.12569
H  -0.20587  5.53421  -0.22398
H  -0.37686  3.80510  -0.02666
H  1.93832  5.61344  0.91040
H  1.37806  4.49011  3.10558
H  -0.21243  4.08707  2.36345
H  -1.30447  7.01284  3.55779
H  0.09728  6.51125  4.53966
H  -1.18193  5.37270  3.99279
H  1.71951  2.74297  0.65045
H  2.72867  3.34590  1.74760

***

Entry 4:
C12H38O10 | ωB97M-V/def2-TZVPD

The net charge is 0. The calculation puts the energy relative to the best compared isomer or geometry (same formula, charge and spin) at 0.0709 eV. Its LUMO energy is 0.1 eV. Its HOMO-LUMO gap is 9.77 eV. Its HOMO energy is -9.69 eV. Its SMILES is CC(C)O.CC(C)O.OCCO.OCCO.OCCO.O.O.

Element x y z (Å)
O  0.21074  -0.92933  -0.84988
H  -0.59398  -0.96692  -1.39451
H  -0.10331  -1.02796  0.05943
O  -1.89808  -1.36559  -2.65292
H  -1.54385  -1.36667  -3.54859
H  -2.67572  -1.93148  -2.69520
C  0.53323  -1.74708  2.69487
C  0.10957  -1.88844  4.16871
O  -0.86712  -0.90705  4.45187
O  -0.41719  -2.11797  1.69956
H  1.48447  -2.26212  2.51756
H  0.81112  -0.71649  2.46072
H  0.96116  -1.75134  4.84063
H  -0.34775  -2.85945  4.36091
H  -0.62601  -0.06543  4.04326
H  -0.50572  -3.07561  1.68829
C  -1.28606  1.61140  2.23327
C  -1.61775  2.85316  1.37351
O  -2.24868  2.30425  0.25181
O  -0.55501  1.83660  3.43812
H  -0.67351  0.99910  1.56150
H  -2.15756  1.01736  2.50401
H  -0.63145  3.32135  1.26812
H  -2.21039  3.55149  1.97126
H  -2.49043  3.01461  -0.35277
H  0.23149  2.35644  3.23960
C  -4.53752  -1.97458  -0.41673
C  -3.55126  -0.90059  0.04109
O  -4.28680  0.16938  0.62842
O  -5.35852  -2.47782  0.61250
H  -4.13140  -2.83996  -0.94686
H  -5.25593  -1.63261  -1.17521
H  -2.86604  -0.53682  -0.73117
H  -2.82742  -1.25216  0.78472
H  -3.84866  1.00572  0.44310
H  -5.61592  -1.82380  1.26673
C  2.06558  2.27538  0.18804
C  1.92437  3.08303  -1.12808
C  0.60444  2.74536  -1.79161
O  1.99948  4.47718  -0.83907
H  3.01527  2.48881  0.67565
H  1.78281  1.23619  0.03465
H  1.33404  2.70704  0.87938
H  2.71515  2.90142  -1.86229
H  -0.25868  2.95388  -1.15863
H  0.63400  1.69559  -2.09953
H  0.41177  3.19094  -2.77373
H  1.49530  4.96114  -1.49726
C  3.16827  -0.60318  -2.84655
C  3.32397  -2.02516  -2.42173
C  4.78799  -2.42710  -2.27769
O  2.76048  -2.27695  -1.12138
H  2.16756  -0.40556  -3.23592
H  3.88501  -0.36593  -3.63445
H  3.33349  0.04689  -1.98496
H  2.74037  -2.67702  -3.08415
H  5.34496  -1.85245  -1.53256
H  5.31216  -2.41489  -3.23568
H  4.97809  -3.41541  -1.84881
H  1.86142  -1.92281  -1.24335

***

Going through the records in order, we get electronic energy values of -1586.49855; -3684.26451; -1479.13081; -1232.32390 Ha.